1.
DFT (ωB97M-V with the def2-TZVPD basis set) results for a molecular structure, C10H8KS5Se.

LUMO level: 1.9 eV
ΔE to the lowest compared entry with this formula, charge and spin: 0.0 kJ/mol
Total energy: -5378.27786 a.u.
Molecular weight: 406.6 Da
Net charge: -1

XYZ file:
```
25
Properties=species:S:1:pos:R:3:forces:R:3:mulliken_charge:R:1
K 0.846 -0.554 0.420 0.1 0.0 0.0 0.934
Se -2.009 -0.519 1.231 -0.3 0.0 0.1 -0.631
C -3.310 -1.127 2.484 -0.1 -0.1 0.1 -0.204
C -3.185 -0.873 3.857 -0.1 -0.1 0.0 -0.315
C -4.160 -1.285 4.762 0.1 0.0 -0.1 -0.361
C -5.289 -1.968 4.325 0.0 0.0 -0.1 -0.422
C -5.425 -2.236 2.966 0.2 0.1 -0.1 -0.364
C -4.452 -1.824 2.060 0.0 0.0 0.2 -0.295
H -2.310 -0.341 4.209 0.0 0.0 0.0 0.332
H -4.036 -1.069 5.819 0.0 0.0 -0.1 0.318
H -6.050 -2.282 5.030 0.0 0.0 0.0 0.341
H -6.299 -2.772 2.608 0.1 0.0 0.0 0.318
H -4.564 -2.038 1.004 0.0 0.0 0.0 0.324
C 2.744 3.306 -4.138 0.0 0.0 0.0 -0.707
S 4.090 3.418 -2.940 0.0 0.0 0.1 -0.082
C 4.646 1.760 -2.932 -0.1 -0.2 0.0 -0.049
C 3.947 0.675 -2.503 0.1 0.0 0.0 0.089
S 2.338 0.571 -1.895 0.2 0.1 -0.1 -0.548
S 4.852 -0.823 -2.669 -0.1 -0.2 0.1 -0.103
C 6.325 -0.223 -3.327 0.0 0.0 -0.1 0.095
S 7.624 -1.171 -3.718 0.0 0.0 0.0 -0.320
S 6.253 1.470 -3.562 0.1 0.2 0.0 -0.088
H 2.274 4.290 -4.170 0.0 0.0 0.0 0.276
H 2.022 2.565 -3.797 0.0 0.0 0.0 0.203
H 3.130 3.050 -5.124 0.0 0.0 0.0 0.258
```
Forces are in eV/Å.

---

2.
DFT (ωB97M-V with the def2-TZVPD basis set) results for 2 unconnected molecules or ions with the total composition C9H14S in a non-equilibrium geometry.

LUMO level (spin up / spin down): -3.8 / -9.1 eV
ΔE to the lowest compared entry with this formula, charge and spin: 143.8 kJ/mol
Total energy: -749.15295 a.u.
Expectation value of S²: 0.7535
Molecular weight: 154.3 Da
Multiplicity: 2
Net charge: +1

XYZ file:
```
24
Properties=species:S:1:pos:R:3:forces:R:3:mulliken_charge:R:1
C 3.776 0.188 -1.351 -1.1 0.8 1.1 -1.153
C 0.495 0.606 0.467 -1.2 0.4 0.1 -0.065
C 1.381 0.581 -0.607 -0.4 -0.7 0.6 -0.578
C 0.853 0.805 1.784 0.7 -0.3 0.6 -0.464
C 2.726 0.544 -0.288 0.7 -0.5 0.2 0.658
C 2.212 0.870 2.133 -1.3 0.7 -2.2 -0.573
C 3.086 0.767 1.048 0.8 -0.1 1.5 -0.326
H -0.589 0.531 0.331 0.0 0.2 -0.5 0.239
H 1.022 0.499 -1.633 0.2 -0.1 0.2 0.304
H 0.087 0.936 2.534 -0.1 -0.1 0.1 0.353
H 2.526 1.194 3.108 0.2 -0.3 0.2 0.399
H 3.204 0.124 -2.284 0.8 -0.3 0.0 0.335
H 4.354 -0.711 -1.068 -0.4 0.4 -0.4 0.304
H 4.112 0.863 1.402 0.2 -0.2 -0.9 0.301
H 4.412 1.062 -1.321 0.7 0.0 -0.7 0.323
C -2.964 -1.428 -1.221 0.2 0.2 -1.0 -0.230
C -3.472 -0.212 -1.997 0.5 0.0 -1.7 -1.205
S -3.102 -0.961 0.489 0.2 -0.4 -0.3 0.224
H -3.489 -2.377 -1.484 -0.3 0.6 0.7 0.414
H -1.927 -1.697 -1.529 -0.3 0.4 0.7 0.324
H -2.810 0.655 -1.953 0.0 -0.1 0.7 0.377
H -2.237 -1.844 0.995 0.2 -0.3 0.4 0.298
H -4.499 0.089 -1.842 -0.2 -0.1 0.4 0.400
H -3.392 -0.434 -3.070 -0.2 -0.3 0.2 0.340
```
Forces are in eV/Å.

---

3.
DFT (ωB97M-V with the def2-TZVPD basis set) results for 2 unconnected molecules or ions with the total composition C4H12NS.

LUMO level (spin up / spin down): 6.5 / 6.3 eV
ΔE to the lowest compared entry with this formula, charge and spin: 6.6 kJ/mol
Total energy: -612.40617 a.u.
Expectation value of S²: 0.7505
Molecular weight: 106.2 Da
Multiplicity: 2
Net charge: -2

XYZ file:
```
18
Properties=species:S:1:pos:R:3:forces:R:3:mulliken_charge:R:1
C 1.732 0.416 0.661 -0.6 -0.4 0.1 -3.123
C 0.458 0.975 1.299 0.0 -0.1 0.4 -0.610
C -0.064 2.202 0.561 0.7 -0.3 -0.2 -2.266
N -0.659 0.024 1.386 -0.5 -0.1 -0.8 -0.608
H 2.597 1.079 0.752 0.0 0.1 -0.1 1.569
H 1.966 -0.533 1.163 0.2 0.0 0.0 0.541
H 1.514 0.152 -0.377 0.2 0.1 -0.1 -0.027
H 0.721 1.212 2.340 -0.1 0.3 -0.1 1.079
H -0.984 2.550 1.025 0.0 0.3 0.0 0.252
H 0.721 2.964 0.481 -0.2 0.2 0.3 1.276
H -0.258 1.920 -0.477 -0.3 -0.1 0.0 0.234
H -0.407 -0.823 1.878 0.4 -0.1 0.1 0.261
H -0.936 -0.277 0.423 0.3 0.2 0.7 0.211
C -1.281 -2.493 -2.245 -0.4 0.0 0.0 -0.937
S -1.072 -0.725 -1.868 -0.1 0.0 -0.3 -0.483
H -1.048 -2.679 -3.296 0.2 -0.2 0.0 0.218
H -0.681 -3.147 -1.602 0.2 0.0 -0.1 0.217
H -2.321 -2.816 -2.104 0.0 0.0 0.0 0.195
```
Forces are in eV/Å.